Entry 1:
Here is a cluster of 2 separate species, CH3O3S2 in total from the Open Molecules 2025 dataset. Energies are from the ωB97M-V functional and the def2-TZVPD basis.

Each atom is followed by the atoms it is bonded to, with distances in Å.
Cartesian coordinates (Å):
1 S -0.97164 1.85363 -0.69340  O4 1.474, O5 1.482
2 S 0.92708 -0.35705 0.53054  O3 1.876, C6 1.790
3 O 1.54068 -2.02353 1.13523  S2 1.876, H9 0.925
4 O -0.41219 1.91945 -2.05514  S1 1.474
5 O -0.13466 2.58080 0.28955  S1 1.482
6 C -0.65789 -0.62669 -0.25588  S2 1.790, H7 1.071, H8 1.067
7 H -0.64190 -0.79430 -1.31350  C6 1.071
8 H -1.52284 -0.61436 0.36887  C6 1.067
9 H 1.87336 -1.93794 1.99372  O3 0.925

Output
- Relative energy (zero: lowest compared OMol25 entry of this formula, charge and spin): 60.4 kcal per mole
- LUMO energy (alpha / beta): 0.130 / 0.130 Eh
- Molar mass: 127.2 g mol⁻¹
- Highest occupied orbital energy (alpha / beta): -0.129 / -0.129 Eh
- Orbital gap (alpha / beta): 7.0 / 7.0 eV
- Charge: -1

Entry 2:
Here is the molecule C25H36N4O from the Open Molecules 2025 dataset. Energies are from the ωB97M-V functional and the def2-TZVPD basis.

Each atom is followed by the atoms it is bonded to, with distances in Å.
Cartesian coordinates (Å):
1 O -5.94611 -1.01515 2.03872  C11 1.211
2 N 0.71594 -1.28926 0.27463  C7 1.450, C24 1.448, C27 1.452
3 N -2.05269 2.48955 -0.20584  N5 1.331, C26 1.317
4 N -4.43944 0.53563 1.51208  C11 1.368, C12 1.390, H40 1.014
5 N -2.46491 1.44507 0.50799  N3 1.331, C8 1.445, C12 1.360
6 C -4.25194 2.68587 0.18332  C12 1.382, C26 1.399, H64 1.070
7 C 0.82706 -0.23861 1.26795  N2 1.450, C9 1.524, H56 1.108, H63 1.092
8 C -1.55522 0.38840 0.88701  N5 1.445, C9 1.525, C30 1.531, H59 1.099
9 C -0.12067 0.90539 0.92760  C7 1.524, C8 1.525, H44 1.089, H66 1.090
10 C 5.44529 -1.49318 0.69421  C28 1.388, C29 1.384, H43 1.081
11 C -5.57924 -0.17388 1.24809  O1 1.211, N4 1.368, C14 1.514
12 C -3.79906 1.51499 0.76163  N4 1.390, N5 1.360, C6 1.382
13 C -7.61006 -1.37347 -1.47704  C18 1.526, C21 1.534, H48 1.091, H61 1.089
14 C -6.27010 0.13003 -0.06425  C11 1.514, C20 1.541, C21 1.540, H52 1.090
15 C 8.36538 2.02939 -0.75423  C25 1.526, H33 1.088, H38 1.088, H47 1.088
16 C 6.86609 1.58008 1.20380  C25 1.526, H39 1.088, H51 1.088, H55 1.088
17 C 3.30673 -0.91709 -0.95153  C22 1.380, C23 1.390, H35 1.079
18 C -6.50061 -0.72648 -2.30191  C13 1.526, C20 1.524, H31 1.089, H32 1.091
19 C 6.98565 -0.06995 -0.70033  C25 1.539, C28 1.501, H37 1.092, H54 1.093
20 C -5.44479 -0.40588 -1.25031  C14 1.541, C18 1.524, H62 1.089, H65 1.092
21 C -7.64395 -0.55723 -0.17847  C13 1.534, C14 1.540, H42 1.090, H46 1.090
22 C 4.55412 -0.39372 -1.22687  C17 1.380, C28 1.391, H50 1.081
23 C 3.11162 -1.73230 0.15734  C17 1.390, C27 1.505, C29 1.386
24 C -0.61868 -1.85000 0.27482  N2 1.448, C30 1.526, H58 1.093, H60 1.108
25 C 7.04293 1.41532 -0.30270  C15 1.526, C16 1.526, C19 1.539, H36 1.096
26 C -3.11341 3.24258 -0.40956  N3 1.317, C6 1.399, H49 1.071
27 C 1.74652 -2.29946 0.43842  N2 1.452, C23 1.505, H41 1.106, H57 1.096
28 C 5.64315 -0.67384 -0.40824  C10 1.388, C19 1.501, C22 1.391
29 C 4.19428 -2.01411 0.97630  C10 1.384, C23 1.386, H45 1.081
30 C -1.63454 -0.77658 -0.10339  C8 1.531, C24 1.526, H34 1.091, H53 1.091
31 H -6.12236 -1.37969 -3.08704  C18 1.089
32 H -6.85938 0.19658 -2.76022  C18 1.091
33 H 8.40658 3.08315 -0.48769  C15 1.088
34 H -2.63861 -1.20413 -0.10802  C30 1.091
35 H 2.46363 -0.69283 -1.58670  C17 1.079
36 H 6.22228 1.93708 -0.80732  C25 1.096
37 H 7.76406 -0.61197 -0.15943  C19 1.092
38 H 8.48358 1.94424 -1.83232  C15 1.088
39 H 6.88438 2.63312 1.47588  C16 1.088
40 H -3.96194 0.23274 2.35412  N4 1.014
41 H 1.72655 -2.74741 1.44916  C27 1.106
42 H -7.81267 -1.19482 0.68876  C21 1.090
43 H 6.27782 -1.72585 1.34302  C10 1.081
44 H 0.13115 1.31196 -0.05049  C9 1.089
45 H 4.06119 -2.64731 1.84271  C29 1.081
46 H -8.43696 0.18944 -0.20952  C21 1.090
47 H 9.20162 1.52274 -0.27650  C15 1.088
48 H -7.34566 -2.40937 -1.26166  C13 1.091
49 H -3.03053 4.15595 -0.96338  C26 1.071
50 H 4.69036 0.23859 -2.09289  C22 1.081
51 H 5.91732 1.15756 1.52653  C16 1.088
52 H -6.37956 1.21024 -0.15915  C14 1.090
53 H -1.40728 -0.40096 -1.10171  C30 1.091
54 H 7.19419 -0.15290 -1.76983  C19 1.093
55 H 7.66882 1.07484 1.73736  C16 1.088
56 H 0.60082 -0.62155 2.28261  C7 1.108
57 H 1.54249 -3.09903 -0.28260  C27 1.096
58 H -0.65633 -2.65836 -0.45970  C24 1.093
59 H -1.84188 0.03176 1.88600  C8 1.099
60 H -0.88395 -2.27521 1.26249  C24 1.108
61 H -8.56990 -1.36729 -1.99096  C13 1.089
62 H -4.70100 0.31132 -1.59535  C20 1.089
63 H 1.85623 0.12575 1.26633  C7 1.092
64 H -5.24124 3.09244 0.20146  C6 1.070
65 H -4.93476 -1.32655 -0.95786  C20 1.092
66 H -0.02838 1.70363 1.66464  C9 1.090

Output
- Relative energy (zero: lowest compared OMol25 entry of this formula, charge and spin): 51.0 kcal per mole
- SMILES: CC(C)Cc1ccc(CN2CCC(n3nccc3NC(=O)C3CCCC3)CC2)cc1
- LUMO energy: 0.028 Eh
- Molar mass: 408.6 g mol⁻¹
- Highest occupied orbital energy: -0.322 Eh
- Orbital gap: 9.5 eV
- Charge: 0